This record from OMol25 describes a cluster of 2 separate species, C5H16N2O in total at a distorted geometry. The level of theory is ωB97M-V with the def2-TZVPD basis set.

Values from the calculation:
- energy above the lowest of the compared OMol25 structures with the same formula, charge and spin (kcal/mol) = 47.63
- E (Ha) = -384.7822
- E_LUMO (Eh) = 0.029
- SMILES = CNCCCCN.O
- E_HOMO (eV) = -8.30
- HOMO-LUMO gap (eV) = 9.10

Each line ends with the Löwdin charge.
Atoms and positions in Å:
C (0.52548, -0.05751, 1.39130)  -0.14
N (-0.68836, -0.80155, 1.22831)  -0.16
C (-0.81539, -2.03825, 0.48687)  -0.21
C (-0.67528, -1.97192, -1.12803)  -0.16
C (-1.38924, -0.62363, -1.62867)  -0.20
C (-0.40945, 0.49778, -2.06591)  -0.29
N (0.96516, 0.10891, -2.29174)  -0.01
H (0.21989, 0.93615, 1.74276)  0.09
H (1.29110, -0.05385, 0.59443)  0.07
H (1.02551, -0.48440, 2.26897)  0.07
H (-1.47353, -0.22242, 0.93505)  0.08
H (-1.75569, -2.51336, 0.80227)  0.11
H (0.12616, -2.58384, 0.65397)  0.10
H (-1.24635, -2.78293, -1.59513)  0.08
H (0.26554, -1.93756, -1.68239)  0.07
H (-1.98743, -0.21301, -0.83556)  0.07
H (-1.90523, -0.93188, -2.54217)  0.09
H (-0.91128, 0.96501, -2.93812)  0.11
H (-0.45756, 1.24598, -1.24188)  0.10
H (1.36350, 0.27107, -3.20234)  0.07
H (1.57339, 0.54034, -1.60679)  0.06
O (1.76060, 4.25230, 4.06449)  -0.06
H (2.09608, 4.65253, 4.86547)  0.03
H (2.50239, 3.74603, 3.72483)  0.03

Force components x, y, z for each atom (eV/Å):
C 0.43 -0.30 1.13
N -1.98 0.06 -0.86
C 2.82 -0.12 -1.74
C -2.57 2.14 0.01
C 1.72 -1.89 -0.84
C -1.00 0.87 0.62
N 0.50 0.02 0.22
H 0.41 0.02 -0.53
H -0.60 0.22 -0.17
H 0.32 0.00 -0.09
H 0.50 0.17 0.39
H 0.59 -0.19 -0.31
H -0.75 -0.66 1.05
H 0.04 -0.11 0.44
H 0.50 -0.30 1.16
H -0.89 -0.02 -0.22
H -0.67 0.30 0.43
H 0.72 0.01 0.28
H 0.27 -0.20 -0.63
H -0.34 0.14 -0.14
H -0.03 -0.14 -0.20
O -0.08 -0.09 -0.20
H 0.05 0.16 0.27
H 0.04 -0.07 -0.08

This record from OMol25 describes a cluster of 2 separate species, C5H16N2O in total at a distorted geometry. The level of theory is ωB97M-V with the def2-TZVPD basis set.

Values from the calculation:
- energy above the lowest of the compared OMol25 structures with the same formula, charge and spin (kcal/mol) = 50.15
- E (Ha) = -384.7782
- E_LUMO (Eh) = 0.032
- SMILES = CNCCN(C)C.O
- E_HOMO (eV) = -8.28
- HOMO-LUMO gap (eV) = 9.15

Each line ends with the Löwdin charge.
Atoms and positions in Å:
C (-1.60915, 2.39253, -1.78094)  -0.16
N (-0.78196, 1.19519, -1.79496)  -0.15
C (0.58744, 1.41359, -1.27808)  -0.23
C (1.20650, 0.02298, -0.98006)  -0.22
N (0.99496, -0.46246, 0.38193)  -0.28
C (-0.36239, -0.86831, 0.73411)  -0.10
C (1.58384, 0.41498, 1.39609)  -0.11
H (-1.46913, 3.16421, -0.99030)  0.09
H (-1.45261, 3.06499, -2.64292)  0.07
H (-2.61778, 2.03518, -1.89874)  0.06
H (-0.80643, 0.75984, -2.71486)  0.11
H (1.14560, 2.03078, -2.01619)  0.11
H (0.50794, 2.00298, -0.25191)  0.13
H (2.36800, 0.07634, -1.01864)  0.13
H (0.87633, -0.58131, -1.82209)  0.10
H (-0.97830, -0.04768, 1.17758)  0.10
H (-0.16334, -1.64197, 1.46905)  0.04
H (-0.78041, -1.43582, -0.11499)  0.10
H (1.78567, -0.11494, 2.29993)  0.07
H (2.49121, 0.87547, 0.98845)  0.09
H (0.92481, 1.21257, 1.69747)  0.06
O (-1.11680, -3.70291, 2.83303)  -0.08
H (-1.74597, -3.87042, 2.12623)  0.03
H (-0.73414, -2.83826, 2.51482)  0.02

Force components x, y, z for each atom (eV/Å):
C 0.06 0.88 -1.25
N 0.47 0.64 1.42
C -0.67 0.52 0.99
C 2.48 1.79 0.33
N -0.40 0.10 -0.57
C 0.92 -0.44 -0.12
C 0.01 -0.12 -1.22
H -0.09 -1.43 0.31
H 0.20 -0.29 -0.34
H -0.70 0.36 0.47
H 0.26 0.23 0.28
H 0.25 -0.30 0.61
H 0.08 -0.97 -2.27
H -1.83 0.08 -0.44
H -0.07 -0.87 0.53
H 0.05 -0.63 -0.63
H -0.45 0.06 0.60
H -0.30 0.79 0.31
H 0.40 -0.67 0.56
H -0.05 -0.23 0.28
H -0.52 0.67 0.01
O 0.56 1.53 -0.69
H -0.21 -0.32 0.02
H -0.44 -1.37 0.80

This record from OMol25 describes a cluster of 2 separate species, C5H16N2O in total at a distorted geometry. The level of theory is ωB97M-V with the def2-TZVPD basis set.

Values from the calculation:
- energy above the lowest of the compared OMol25 structures with the same formula, charge and spin (kcal/mol) = 26.13
- E (Ha) = -384.8164
- E_LUMO (Eh) = 0.032
- SMILES = CC[C@H](C)NCN.O
- E_HOMO (eV) = -8.15
- HOMO-LUMO gap (eV) = 9.02

Each line ends with the Löwdin charge.
Atoms and positions in Å:
C (-2.04859, -2.11717, 0.18421)  -0.12
C (-1.39799, -0.79627, -0.21784)  -0.22
C (-0.05949, -0.55377, 0.50443)  -0.42
C (-0.26269, -0.09552, 1.97405)  -0.06
N (0.66938, 0.47420, -0.20541)  -0.06
C (1.88739, 0.21548, -0.97203)  -0.31
N (1.67709, -0.08572, -2.36359)  0.00
H (-1.67982, -2.54895, 1.11039)  0.06
H (-3.10928, -2.00315, 0.43823)  0.07
H (-1.81042, -2.87669, -0.57231)  0.07
H (-1.21777, -0.96617, -1.28674)  0.10
H (-2.01637, 0.11269, -0.00072)  0.12
H (0.60780, -1.42688, 0.53132)  0.14
H (-0.76701, 0.86152, 2.07579)  0.07
H (-0.84019, -0.78823, 2.57797)  0.06
H (0.76485, 0.06039, 2.32019)  0.07
H (0.12740, 1.22412, -0.60648)  0.10
H (2.52304, 1.11177, -0.90050)  0.10
H (2.51131, -0.60215, -0.61928)  0.11
H (1.33641, 0.63931, -2.96562)  0.06
H (1.69399, -1.02369, -2.70786)  0.05
O (0.10698, 3.91004, 0.48128)  -0.07
H (0.87535, 3.76731, -0.07977)  0.02
H (0.42864, 3.50751, 1.30031)  0.03

Force components x, y, z for each atom (eV/Å):
C -0.44 -0.24 0.82
C 0.32 -0.57 0.40
C -0.49 0.83 -0.23
C 0.60 -0.11 -0.58
N 1.68 0.26 0.45
C -0.61 0.37 -0.58
N 0.44 0.28 -0.25
H 0.52 0.19 0.30
H -0.03 -0.28 -0.80
H -0.68 0.15 0.13
H 0.06 1.01 0.12
H 0.27 -0.83 -0.51
H -0.43 -0.12 -0.16
H -0.13 0.23 -0.46
H 0.24 -0.36 0.16
H -0.32 -0.20 0.54
H -0.18 -0.13 0.08
H -0.18 -0.11 -0.05
H -0.37 -0.10 0.75
H -0.10 -0.19 -0.11
H -0.18 -0.03 0.00
O 0.44 -0.26 0.28
H -0.05 0.14 -0.34
H -0.38 0.06 0.04

This record from OMol25 describes a cluster of 2 separate species, C5H16N2O in total at a distorted geometry. The level of theory is ωB97M-V with the def2-TZVPD basis set.

Values from the calculation:
- energy above the lowest of the compared OMol25 structures with the same formula, charge and spin (kcal/mol) = 63.17
- E (Ha) = -384.7574
- E_LUMO (Eh) = 0.029
- SMILES = CCC[C@@H](N)CN.O
- E_HOMO (eV) = -8.76
- HOMO-LUMO gap (eV) = 9.54

Each line ends with the Löwdin charge.
Atoms and positions in Å:
C (1.05577, 1.18308, -2.90393)  -0.12
C (0.22370, 1.79257, -1.74688)  -0.27
C (-0.87962, 0.86125, -1.21182)  -0.23
C (-0.86033, 0.82230, 0.31242)  -0.39
N (-1.07551, 2.20424, 0.84378)  0.03
C (-1.68351, -0.44889, 0.76039)  -0.28
N (-2.31029, -0.52868, 2.02338)  0.02
H (0.90326, 0.09064, -3.03560)  0.07
H (0.62954, 1.59672, -3.78844)  0.05
H (2.10971, 1.48042, -2.99137)  0.07
H (0.77314, 2.04451, -0.73027)  0.11
H (-0.09530, 2.92291, -2.02122)  0.14
H (-0.69683, -0.24419, -1.56659)  0.14
H (-1.73253, 1.12370, -1.66161)  0.07
H (0.24904, 0.54102, 0.67012)  0.16
H (-0.21245, 2.37777, 1.30791)  0.04
H (-1.15561, 2.83859, 0.02457)  0.07
H (-2.52900, -0.76922, 0.07779)  0.12
H (-1.00756, -1.39668, 0.59120)  0.13
H (-1.68303, -0.27809, 2.73693)  0.06
H (-3.15222, -0.18331, 2.05056)  0.00
O (4.38119, -5.01822, 1.72906)  -0.09
H (4.93110, -4.81149, 0.95412)  0.03
H (4.18375, -4.17832, 2.21824)  0.05

Force components x, y, z for each atom (eV/Å):
C -0.34 0.12 0.14
C 1.36 2.20 1.92
C 4.14 -2.77 0.40
C 1.59 -0.94 0.16
N -1.05 -1.11 -0.89
C -0.47 -1.93 -1.79
N 5.32 -2.73 -0.23
H 0.45 0.60 0.54
H -0.41 0.26 -0.99
H -0.21 -0.29 0.57
H 0.02 -0.62 -2.41
H 0.17 -2.71 0.28
H -0.12 2.00 0.46
H -3.92 0.93 -1.02
H -2.10 0.45 -1.01
H 0.30 0.91 0.44
H 0.10 -0.50 1.13
H 0.88 1.10 -0.02
H -0.63 1.90 0.45
H 0.19 0.51 1.32
H -5.25 2.60 0.54
O -0.12 0.90 0.40
H -0.36 0.21 0.59
H 0.49 -1.11 -0.99

This record from OMol25 describes a cluster of 3 separate species, C5H16N2O in total at a distorted geometry. The level of theory is ωB97M-V with the def2-TZVPD basis set.

Values from the calculation:
- energy above the lowest of the compared OMol25 structures with the same formula, charge and spin (kcal/mol) = 118.68
- E (Ha) = -384.6690
- E_LUMO (Eh) = -0.053
- E_HOMO (eV) = -8.96
- HOMO-LUMO gap (eV) = 7.51

Each line ends with the Löwdin charge.
Atoms and positions in Å:
C (0.22926, -1.64446, -1.67850)  -0.08
C (0.59430, -0.59997, -0.64271)  -0.41
C (0.25381, 0.86061, -0.95780)  -0.24
C (0.84155, 1.30500, -2.30445)  -0.11
N (-0.07787, -1.04942, 0.66490)  -0.04
C (0.63589, -0.58611, 1.89308)  -0.30
N (-0.27874, -0.07716, 2.91504)  0.00
H (-0.79134, -1.51642, -2.06884)  0.08
H (0.89925, -1.56787, -2.58968)  0.09
H (0.20013, -2.60697, -1.14810)  0.07
H (1.66803, -0.71156, -0.42678)  0.14
H (0.76476, 1.38172, -0.13880)  0.10
H (-0.75893, 1.18652, -0.76061)  0.08
H (0.09075, 1.19986, -3.10608)  0.07
H (0.93594, 2.46256, -2.29994)  0.09
H (1.84758, 0.89614, -2.44414)  0.07
H (-0.88067, -0.43046, 0.56977)  0.02
H (1.18625, -1.47111, 2.23231)  0.11
H (1.31316, 0.24812, 1.69583)  0.10
H (-0.68774, -0.88722, 3.37625)  0.07
H (-0.99791, 0.52584, 2.48793)  -0.02
H (-2.21187, -0.11382, 1.95815)  0.36
H (-2.78778, 1.79588, 1.57187)  -0.02
O (-1.98781, 1.40029, 1.20131)  -0.24

Force components x, y, z for each atom (eV/Å):
C -0.09 0.19 -1.06
C -0.43 -1.16 1.22
C 1.75 0.00 0.59
C -0.89 2.77 0.48
N 0.09 1.58 -0.97
C -0.55 0.10 -0.62
N -0.17 -1.34 -0.21
H 0.11 0.22 0.19
H -0.58 -0.51 1.13
H 0.54 0.09 -0.63
H -0.07 0.31 -0.34
H 0.21 0.34 -0.21
H -0.56 -0.55 -0.55
H 0.78 -0.77 -0.02
H 0.16 -1.74 0.16
H -0.43 -0.08 -0.47
H -0.28 -0.38 0.56
H 0.05 0.49 0.40
H 0.25 -0.16 -0.27
H -0.21 0.34 0.29
H 0.81 0.24 0.55
H 0.72 3.69 -2.03
H -0.08 0.19 -0.06
O -1.12 -3.83 1.87

This record from OMol25 describes a cluster of 2 separate species, C5H16N2O in total at a distorted geometry. The level of theory is ωB97M-V with the def2-TZVPD basis set.

Values from the calculation:
- energy above the lowest of the compared OMol25 structures with the same formula, charge and spin (kcal/mol) = 28.32
- E (Ha) = -384.8130
- E_LUMO (Eh) = 0.033
- SMILES = CCNCCNC.O
- E_HOMO (eV) = -8.87
- HOMO-LUMO gap (eV) = 9.78

Each line ends with the Löwdin charge.
Atoms and positions in Å:
C (0.33542, 2.24764, -1.16513)  -0.09
C (-0.16725, 1.04347, -1.96027)  -0.27
N (-0.57684, -0.11173, -1.14697)  -0.07
C (0.50538, -1.03512, -0.81048)  -0.24
C (0.73141, -1.29643, 0.66031)  -0.23
N (1.20020, -0.13885, 1.44321)  -0.12
C (0.32379, 0.28444, 2.51453)  -0.15
H (-0.22218, 2.29620, -0.22566)  0.07
H (1.32260, 2.02986, -0.72795)  0.06
H (0.32174, 3.17173, -1.71381)  0.07
H (-0.96356, 1.38173, -2.62841)  0.10
H (0.62147, 0.64091, -2.59832)  0.10
H (-0.90328, 0.28828, -0.26902)  0.08
H (0.30112, -2.01115, -1.24266)  0.11
H (1.44642, -0.79083, -1.27033)  0.11
H (1.45907, -2.10607, 0.79053)  0.11
H (-0.18905, -1.70855, 1.08403)  0.09
H (1.46418, 0.61363, 0.82113)  0.07
H (-0.73315, 0.42276, 2.22046)  0.07
H (0.68616, 1.25886, 2.86640)  0.08
H (0.30618, -0.43355, 3.32416)  0.07
O (-2.59184, -2.32769, -0.07090)  -0.06
H (-2.30207, -2.09409, 0.80607)  0.01
H (-2.37591, -1.62545, -0.70092)  0.02

Force components x, y, z for each atom (eV/Å):
C 0.47 -1.40 1.27
C 0.33 -0.19 -0.49
N -0.09 0.83 0.67
C -0.02 -1.01 -0.07
C 0.27 0.11 0.72
N -0.25 -0.55 -0.44
C -0.16 0.80 -0.42
H -0.64 0.55 -0.27
H 0.20 0.31 -0.69
H 0.07 0.36 -0.09
H -0.18 -0.27 0.16
H 0.01 0.34 -0.27
H -0.19 -0.21 -0.05
H -0.30 -0.28 -0.14
H 0.56 0.74 -0.25
H -0.03 0.00 -0.34
H -0.09 0.25 0.15
H -0.17 0.04 0.21
H 0.08 0.01 -0.12
H -0.13 -0.32 0.24
H 0.26 -0.13 0.26
O -0.44 -0.53 -0.62
H 0.17 0.44 0.13
H 0.28 0.11 0.43